Below is a structure of composition C33H32CeF2N5, with properties calculated with ωB97M-V/def2-TZVPD.

Results
E_HOMO (spin up / spin down) (eV): -7.0 / -7.0
Spin multiplicity: 2
E (eV): -60554.1973
Largest force on an atom (eV/A): 0.3
Kohn-Sham gap (spin up / spin down) (eV): 7.17 / 7.18
Energy above the lowest of the compared OMol25 structures with the same formula, charge and spin (kJ/mol): 27.1

Last column: Löwdin charge in e.
CARTESIAN COORDINATES (ANGSTROEM)
Ce 0.6263 -0.2463 0.1293  1.406
C -2.5246 0.6294 -2.9409  -0.186
C -2.7209 0.1819 -1.4767  -0.154
C -2.3414 -1.2877 -1.1694  -0.211
N -1.5896 -1.3890 0.0799  -0.097
C -2.2025 -1.7199 1.1931  -0.217
C -3.6131 -1.9140 1.2751  -0.018
C -4.3859 -2.6093 2.1796  -0.089
C -4.0164 -3.2853 3.3378  -0.119
C -2.7700 -3.2154 3.9241  -0.090
C -1.6534 -2.4718 3.5623  -0.025
C -1.3598 -1.7012 2.4188  -0.230
N -0.2864 -0.9252 2.3414  -0.098
C 0.3969 -0.5860 3.5778  -0.242
C 1.2248 0.6835 3.4068  -0.174
C 0.4174 1.8589 2.8618  -0.222
N 0.4355 1.8804 1.4010  -0.084
C -0.0634 2.9395 0.8074  -0.234
C -0.7958 3.9371 1.5150  -0.024
C -1.0173 5.2708 1.2433  -0.091
C -0.5627 6.0353 0.1765  -0.122
C 0.0559 5.5238 -0.9475  -0.093
C 0.2575 4.2065 -1.3352  -0.023
C 0.0302 2.9747 -0.6791  -0.241
N 0.0120 1.7903 -1.2733  -0.105
C -0.1824 1.7496 -2.7204  -0.216
C -1.6597 1.8840 -3.1301  -0.170
H -3.4938 0.8073 -3.4107  0.106
H -2.0750 -0.1849 -3.5212  0.093
H -3.7520 0.3638 -1.1643  0.112
H -2.1119 0.8170 -0.8393  0.086
H -1.7048 -1.6816 -1.9618  0.086
H -3.2298 -1.9172 -1.1665  0.108
H -4.1706 -1.4769 0.4575  0.090
H -5.4416 -2.6494 1.9298  0.105
H -4.7775 -3.8646 3.8437  0.093
H -2.6530 -3.7814 4.8423  0.104
H -0.8368 -2.5295 4.2699  0.093
H 1.0443 -1.3976 3.9323  0.122
H -0.3436 -0.4041 4.3659  0.121
H 2.0708 0.5105 2.7375  0.077
H 1.6500 0.9432 4.3772  0.119
H 0.8235 2.8021 3.2383  0.125
H -0.6096 1.7772 3.2402  0.122
H -1.1975 3.5937 2.4590  0.093
H -1.5812 5.8038 2.0024  0.104
H -0.7233 7.1048 0.2196  0.093
H 0.3771 6.2576 -1.6794  0.103
H 0.6512 4.1064 -2.3373  0.093
H 0.2133 0.8061 -3.0992  0.086
H 0.3850 2.5206 -3.2414  0.097
H -1.6814 2.1498 -4.1914  0.111
H -2.0941 2.7299 -2.5872  0.118
F 5.7387 -1.7172 2.5270  0.062
C 5.0330 -1.8058 1.3813  -0.277
C 3.7618 -1.2724 1.3199  -0.073
C 2.9903 -1.3403 0.1601  -0.180
C 3.5545 -1.9955 -0.9587  -0.143
C 4.8461 -2.5090 -0.8463  -0.211
F 5.4573 -3.1370 -1.8848  0.039
C 5.6085 -2.4299 0.3013  0.059
C 2.7392 -2.1269 -2.2001  -0.182
C 3.1725 -2.7829 -3.3590  0.008
C 2.3475 -2.8733 -4.4628  -0.049
C 1.0829 -2.3120 -4.4173  -0.050
C 0.7238 -1.6809 -3.2466  -0.144
N 1.5055 -1.5790 -2.1689  0.043
H 3.3917 -0.8044 2.2263  0.081
H 6.6046 -2.8479 0.3340  0.131
H 4.1510 -3.2248 -3.4036  0.103
H 2.6958 -3.3823 -5.3534  0.112
H 0.3985 -2.3565 -5.2532  0.108
H -0.2519 -1.2229 -3.1696  0.069



Below is a structure of composition C38H41GeIrN2O6Se2 at a distorted geometry, with properties calculated with ωB97M-V/def2-TZVPD.

Results
Charge: +1
E_HOMO (spin up / spin down) (eV): -10.3 / -10.4
Spin multiplicity: 2
E (eV): -245379.9968
Largest force on an atom (eV/A): 2.9
Kohn-Sham gap (spin up / spin down) (eV): 6.96 / 6.30
Energy above the lowest of the compared OMol25 structures with the same formula, charge and spin (kJ/mol): 0.0

Last column: Löwdin charge in e.
CARTESIAN COORDINATES (ANGSTROEM)
Ir 0.1973 -0.1272 -0.2391  0.940
O -4.2595 4.8588 1.4445  -0.043
C -4.7455 3.5507 1.2613  -0.201
C -3.5857 2.6368 0.9884  -0.149
C -3.7813 1.2661 0.8572  0.021
C -2.7151 0.4424 0.5720  -0.088
N -1.4745 0.9145 0.4376  -0.057
C -1.2717 2.2413 0.5559  -0.164
C -2.2991 3.1289 0.8301  0.081
C 0.1122 2.6717 0.2449  -0.168
C 0.6700 3.8479 0.6995  0.069
C 1.9860 4.1526 0.3715  -0.142
C 2.6476 5.4075 0.8824  -0.197
O 1.9451 6.0315 1.9279  -0.038
C 2.6799 3.2628 -0.4381  0.031
C 2.0744 2.0889 -0.8359  -0.073
N 0.8128 1.7863 -0.5104  -0.068
H -4.9990 5.4614 1.5660  0.105
H -5.4381 3.4915 0.4121  0.141
H -5.2775 3.1877 2.1495  0.138
H -4.7663 0.8324 0.9648  0.131
H -2.8380 -0.6230 0.4634  0.109
H -2.1147 4.1899 0.8958  0.127
H 0.0932 4.5225 1.3154  0.130
H 2.6878 6.1316 0.0647  0.144
H 3.6836 5.1817 1.1597  0.130
H 2.0254 5.5030 2.7292  0.103
H 3.7005 3.4485 -0.7406  0.122
H 2.6013 1.3542 -1.4268  0.119
O -0.8482 -1.8535 0.4502  -0.233
C -0.9601 -3.2019 -0.0504  -0.147
C -0.9124 -3.2323 -1.5696  -0.555
C -1.5294 -4.6008 -1.9662  -0.216
O -1.3405 -4.9409 -3.3144  -0.024
C -1.7538 -2.1069 -2.1999  -0.475
Se -0.8675 -0.3787 -2.4507  0.688
C 0.5362 -3.2228 -2.0461  -0.473
Se 1.6374 -1.6758 -1.5993  0.818
H -0.6902 -1.8709 1.4058  0.125
H -1.9098 -3.5940 0.3250  0.146
H -0.1434 -3.8038 0.3517  0.128
H -2.5921 -4.6101 -1.6927  0.138
H -1.0331 -5.3871 -1.3914  0.140
H -1.9476 -4.4443 -3.8717  0.096
H -2.6730 -1.9561 -1.6309  0.071
H -2.0444 -2.3827 -3.2149  0.063
H 0.5883 -3.3180 -3.1297  0.081
H 1.0779 -4.0690 -1.6187  0.069
O 0.8958 0.0923 1.7952  -0.151
C 2.1896 0.0202 1.8374  -0.641
O 2.8603 -0.1875 0.8203  -0.120
C 2.8711 0.2353 3.1676  -0.152
C 4.1711 -0.5527 3.3146  -0.229
Ge 5.1496 -1.0617 1.6785  0.997
C 4.4390 -2.6843 0.8375  -0.270
C 3.2559 -3.2671 1.2858  -0.126
C 2.8257 -4.4914 0.7935  -0.112
C 3.5582 -5.1406 -0.1900  -0.096
C 4.7311 -4.5687 -0.6560  -0.075
C 5.1731 -3.3637 -0.1305  -0.095
C 6.8537 -1.7533 2.4401  -0.261
C 6.8239 -2.9118 3.2156  -0.116
C 7.9441 -3.3618 3.8950  -0.089
C 9.1352 -2.6562 3.8057  -0.092
C 9.1925 -1.5122 3.0269  -0.088
C 8.0610 -1.0698 2.3557  -0.104
C 5.7420 0.4376 0.5775  -0.275
C 5.7397 1.7185 1.1240  -0.114
C 6.3025 2.7906 0.4456  -0.107
C 6.8687 2.5990 -0.8058  -0.094
C 6.8741 1.3307 -1.3672  -0.081
C 6.3215 0.2621 -0.6770  -0.094
H 2.1672 0.0153 3.9717  0.116
H 3.0632 1.3126 3.2073  0.117
H 3.9767 -1.5059 3.8137  0.073
H 4.8803 -0.0186 3.9478  0.077
H 2.6668 -2.7717 2.0503  0.099
H 1.9279 -4.9510 1.1899  0.097
H 3.2311 -6.0989 -0.5733  0.106
H 5.3162 -5.0748 -1.4125  0.108
H 6.1245 -2.9673 -0.4658  0.100
H 5.9074 -3.4909 3.2823  0.097
H 7.8914 -4.2617 4.4941  0.102
H 10.0131 -3.0000 4.3358  0.102
H 10.1199 -0.9607 2.9438  0.102
H 8.1320 -0.1714 1.7523  0.093
H 5.3153 1.8834 2.1090  0.097
H 6.3131 3.7747 0.8978  0.099
H 7.3147 3.4301 -1.3353  0.103
H 7.3245 1.1707 -2.3381  0.105
H 6.3482 -0.7214 -1.1312  0.094



Below is the molecule C3H2N2O2 at a distorted geometry, with properties calculated with ωB97M-V/def2-TZVPD.

Results
E_HOMO (eV): -10.5
Spin multiplicity: 1
E (eV): -10216.5097
Largest force on an atom (eV/A): 6.7
Kohn-Sham gap (eV): 10.21
Structure (SMILES): O=c1ncocn1
Energy above the lowest of the compared OMol25 structures with the same formula, charge and spin (kJ/mol): 162.0

Last column: Löwdin charge in e.
CARTESIAN COORDINATES (ANGSTROEM)
C 0.3554 1.1461 0.6470  -0.428
C 0.8546 -0.5839 -0.7018  -0.154
C -1.1728 -0.5602 0.1692  -0.128
H 1.5447 -1.1950 -1.1652  0.110
H -2.2718 -0.8087 -0.0442  0.168
N 1.3895 0.4191 -0.0655  0.189
N -0.8088 0.4019 0.9609  0.156
O 0.4687 2.4046 0.9269  0.028
O -0.3596 -1.2239 -0.7273  0.061



Below is a structure of composition C23H21N6O8PtS3 at a distorted geometry, with properties calculated with ωB97M-V/def2-TZVPD.

Results
Charge: +1
E_HOMO (spin up / spin down) (eV): -9.5 / -11.2
Spin multiplicity: 5
E (eV): -85247.1637
Largest force on an atom (eV/A): 4.3
Kohn-Sham gap (spin up / spin down) (eV): 5.17 / 4.48
Energy above the lowest of the compared OMol25 structures with the same formula, charge and spin (kJ/mol): 309.0

Last column: Löwdin charge in e.
CARTESIAN COORDINATES (ANGSTROEM)
Pt -8.5592 14.3520 8.6690  1.434
O -4.4581 13.6315 5.1225  0.037
C -4.4248 12.5641 6.0152  -0.221
C -3.2242 12.0295 6.4513  -0.006
C -3.2387 10.7332 7.0359  -0.032
C -4.4576 10.1019 7.3037  -0.041
C -5.6599 10.8442 7.1748  -0.006
C -5.6252 12.0947 6.6489  -0.097
C -6.7748 12.9602 6.9067  -0.400
O -7.7431 12.6093 7.6212  -0.081
N -6.6924 14.2331 6.4478  0.175
N -7.5035 15.0601 7.1439  -0.249
C -7.3994 16.3758 6.9659  -0.039
C -8.1746 17.1685 7.8807  -0.253
C -8.2628 18.5583 7.8635  -0.018
C -8.8938 19.1803 8.9295  -0.028
C -9.4121 18.4060 10.0042  0.009
C -9.1910 17.0166 10.0412  -0.212
N -8.7424 16.4262 8.9075  -0.006
H -3.6369 13.5367 4.5843  0.131
H -2.3377 12.5816 6.2155  0.115
H -2.2359 10.3474 7.2875  0.122
H -4.5786 9.0800 7.6847  0.115
H -6.6321 10.4795 7.4604  0.125
H -6.7863 16.8345 6.1440  0.156
H -7.8330 19.0286 6.9586  0.135
H -8.9379 20.2988 8.9426  0.133
H -9.8538 18.8357 10.9402  0.136
H -8.8535 15.5148 11.5062  0.096
O -6.6874 11.8173 10.4907  -0.255
S -7.0428 13.1683 10.8173  0.492
O -6.7004 13.6947 12.1335  -0.242
O -6.7213 14.2469 9.7418  -0.430
C -8.7572 13.2355 10.4366  -0.268
C -9.6273 16.2235 11.2831  -0.114
C -11.0000 15.7623 11.1036  -0.052
C -11.6408 14.6618 10.5821  0.012
C -11.2130 13.2016 10.2684  -0.231
C -9.8833 12.8805 11.0123  -0.175
S -10.0999 11.8162 12.5753  0.490
O -10.5506 10.6374 11.8198  -0.245
O -11.1559 12.5912 13.1433  -0.274
O -9.0192 11.6579 13.4850  -0.223
H -9.7375 16.9007 12.1498  0.139
H -11.7123 16.5212 11.3634  0.114
H -12.6335 14.8381 10.1821  0.111
H -11.9108 12.5727 10.7473  0.099
C -12.7637 9.5108 8.6628  -0.067
C -12.8299 10.9937 9.0737  -0.212
C -12.0840 11.9407 8.2769  -0.427
N -11.2702 12.8532 8.8545  -0.019
N -10.3881 13.5328 7.9672  -0.058
C -10.7933 13.4415 6.7023  -0.534
N -10.2631 14.1995 5.7448  0.155
S -12.0390 12.0802 6.5405  1.188
H -11.7756 9.1028 8.8340  0.085
H -12.9697 9.3150 7.6259  0.063
H -13.4350 8.9102 9.3463  0.118
H -12.4951 10.9730 10.1024  0.099
H -13.9659 11.2702 9.1308  0.182
H -9.2837 14.5683 5.8890  0.117
H -10.4705 14.0005 4.7696  0.130



Below is a structure of composition C23H56F3N3O6PS3Si3Tl, with properties calculated with ωB97M-V/def2-TZVPD.

Results
E_HOMO (eV): -8.6
Spin multiplicity: 1
E (eV): -119795.5615
Largest force on an atom (eV/A): 0.5
Kohn-Sham gap (eV): 8.12
Energy above the lowest of the compared OMol25 structures with the same formula, charge and spin (kJ/mol): 0.0

Last column: Löwdin charge in e.
CARTESIAN COORDINATES (ANGSTROEM)
Tl -0.4661 0.0033 -0.0304  0.847
C -3.5068 1.1298 1.6110  -0.193
C -2.2551 1.8550 2.1201  -0.180
N -1.0637 1.0109 2.1765  -0.136
C -1.0251 0.0579 3.2861  -0.208
C -1.9314 -1.1574 3.1246  -0.184
N -1.8379 -1.7654 1.8086  -0.101
C -3.0993 -2.2534 1.2886  -0.193
C -3.9588 -1.1065 0.6870  -0.168
N -3.2504 0.1709 0.5401  -0.072
H -3.9756 0.5982 2.4371  0.103
H -4.2328 1.8938 1.3151  0.120
H -2.0236 2.6998 1.4721  0.076
H -2.4873 2.2698 3.1100  0.131
H -0.2314 1.5899 2.2792  0.002
H 0.0103 -0.2568 3.3649  0.035
H -1.2813 0.5616 4.2285  0.134
H -1.6905 -1.8649 3.9293  0.128
H -2.9690 -0.8732 3.2984  0.105
H -1.1246 -2.4822 1.7588  0.056
H -2.8744 -2.9768 0.5151  0.085
H -3.6866 -2.7721 2.0585  0.120
H -4.3105 -1.4247 -0.2943  0.117
H -4.8488 -0.9507 1.3053  0.111
H -3.4401 0.5641 -0.3672  0.044
C 3.2525 0.2287 -1.4852  -0.116
O 1.9040 0.6468 -1.3126  -0.365
Si 1.0151 1.1563 -2.6128  0.304
C 1.8713 2.6938 -3.2642  -0.151
C 1.1740 -0.0835 -4.0036  -0.133
C -0.7004 1.3680 -1.8150  -0.487
Si -0.8897 3.1848 -1.2434  0.410
C 0.3144 3.5790 0.1420  -0.174
C -2.6679 3.6180 -0.7825  -0.176
C -0.5416 4.5541 -2.4915  -0.172
Si -2.0111 0.9483 -3.1656  0.441
C -2.0060 -0.7809 -3.8735  -0.186
C -1.6763 2.1374 -4.6057  -0.170
C -3.8365 1.2675 -2.7980  -0.163
H 3.7808 0.8772 -2.1913  0.086
H 3.2762 -0.7968 -1.8589  0.087
H 3.7570 0.2810 -0.5263  0.061
H 2.8379 2.3661 -3.6552  0.036
H 2.0625 3.4476 -2.5009  0.031
H 1.3385 3.1594 -4.0936  0.033
H 2.1350 0.0923 -4.4942  0.046
H 0.4030 0.0391 -4.7643  0.030
H 1.1435 -1.1157 -3.6523  0.025
H 0.0799 3.1398 1.1106  -0.015
H 0.3429 4.6634 0.2759  0.049
H 1.3226 3.2424 -0.1087  0.027
H -3.2868 2.8219 -0.3832  -0.001
H -3.1628 3.9953 -1.6790  0.034
H -2.6592 4.4406 -0.0608  0.049
H 0.5127 4.7532 -2.6612  0.016
H -0.9678 5.4567 -2.0415  0.044
H -1.0285 4.4200 -3.4562  0.018
H -1.0768 -1.3307 -3.7667  0.003
H -2.2357 -0.6900 -4.9389  0.049
H -2.7924 -1.3717 -3.4084  0.031
H -0.6278 2.4012 -4.7475  0.014
H -2.2409 3.0647 -4.4988  0.027
H -2.0187 1.6631 -5.5285  0.040
H -4.2668 0.8077 -1.9081  0.017
H -4.3697 0.8242 -3.6442  0.047
H -4.0844 2.3280 -2.7765  0.021
C 5.9132 -1.8302 2.3647  -0.038
C 4.7371 -1.8960 1.4134  -0.453
C 5.1436 -2.1606 -0.0187  -0.041
O 4.0675 -0.6006 1.4582  -0.334
P 2.6369 -0.4124 2.1298  -0.057
S 2.2553 1.4683 2.3683  0.375
S 1.2752 -1.5359 1.0693  0.493
O 2.8967 -1.2949 3.4431  -0.314
C 1.9186 -1.7817 4.3805  -0.484
C 1.7455 -0.7717 5.4965  -0.046
C 2.4245 -3.1233 4.8679  -0.033
H 6.4548 -2.7774 2.3560  0.086
H 5.5756 -1.6260 3.3794  0.076
H 6.5969 -1.0381 2.0556  0.090
H 4.0319 -2.6609 1.7406  0.121
H 5.7660 -1.3469 -0.3950  0.093
H 4.2699 -2.2709 -0.6592  0.069
H 5.7201 -3.0855 -0.0674  0.089
H 0.9831 -1.9412 3.8374  0.091
H 2.6831 -0.6599 6.0430  0.091
H 0.9786 -1.1140 6.1939  0.088
H 1.4617 0.2058 5.1074  0.055
H 3.3875 -3.0063 5.3678  0.088
H 2.5428 -3.8127 4.0322  0.085
H 1.7180 -3.5560 5.5774  0.086
F -0.6669 -5.3235 -2.5607  0.141
C -1.4871 -4.2806 -2.4330  -0.659
F -2.6319 -4.7060 -1.8843  0.130
F -1.7632 -3.8155 -3.6522  0.135
S -0.7079 -3.0118 -1.3514  0.437
O -1.7093 -1.9387 -1.2808  -0.385
O -0.5321 -3.7259 -0.1096  -0.319
O 0.4989 -2.5882 -2.0229  -0.304



> energy above the lowest of the compared OMol25 structures with the same formula, charge and spin of number 3 (C3H2N2O2)?

162.0 kJ/mol



> Look up the E of the fifth one.

-119795.5615 eV



> spin multiplicity of number 4 (C23H21N6O8PtS3)?

5